## w
DFT (ωB97M-V/def2-TZVPD) results for a single C19H25N3O3S molecule.

The SMILES is COc1ccc(S(=O)(=O)NC[C@@H]2CCCN(Cc3cccnc3)C2)cc1. The calculation puts the HOMO energy at -8.8 eV.

Cartesian coordinates (Å):
1 S 0.576 0.280 -1.592
2 O -0.085 -0.697 -7.370
3 O -0.657 0.800 -1.065
4 O 1.795 0.986 -1.336
5 N 0.768 -1.316 -1.080
6 N -2.881 1.132 6.626
7 N -0.246 -0.387 3.034
8 C 1.727 -1.537 -0.015
9 C 1.526 -0.127 -4.119
10 C 2.445 -1.167 2.364
11 C 0.394 0.018 -3.345
12 C 0.007 -1.103 1.801
13 C -0.867 -0.073 -3.907
14 C -1.926 0.558 4.509
15 C 1.412 -0.367 -5.477
16 C 1.418 -0.798 1.293
17 C -1.805 2.807 5.315
18 C -2.603 0.249 5.683
19 C -1.520 1.877 4.331
20 C 2.097 -0.461 3.669
21 C 1.012 -0.849 -8.242
22 C 0.147 -0.464 -6.058
23 C -2.491 2.381 6.445
24 C -1.632 -0.472 3.456
25 C -0.992 -0.313 -5.258
26 C 0.670 -0.802 4.078
27 H 0.581 -1.020 -9.227
28 H 0.407 -0.273 4.997
29 H 2.688 -1.188 -0.399
30 H -0.985 2.147 3.434
31 H -2.259 -0.263 2.582
32 H -0.723 -0.757 1.064
33 H -1.959 -0.385 -5.730
34 H -2.941 -0.762 5.879
35 H 1.631 0.053 -8.269
36 H 1.474 0.276 1.094
37 H 2.305 -0.474 -6.071
38 H -0.142 -1.693 -0.864
39 H -2.738 3.068 7.244
40 H 2.491 -0.036 -3.648
41 H 2.788 -0.757 4.461
42 H 2.431 -2.250 2.521
43 H 1.630 -1.709 -7.964
44 H -1.504 3.838 5.211
45 H 1.786 -2.616 0.158
46 H -1.895 -1.479 3.831
47 H 2.172 0.618 3.529
48 H 0.589 -1.889 4.274
49 H 3.446 -0.886 2.034
50 H -1.730 0.061 -3.275
51 H -0.111 -2.198 1.934


## x
DFT (ωB97M-V/def2-TZVPD) results for a single C19H25N3O3S molecule.

The SMILES is CCOc1ccc2nc3c(cc2c1)CN(CCOC)/C(=N/CCOC)S3. The calculation puts the HOMO energy at -8.0 eV.

Cartesian coordinates (Å):
1 S -2.047 -0.019 1.729
2 O -2.472 -4.743 2.311
3 O -3.104 -0.303 -3.386
4 O 5.214 3.249 1.111
5 N 0.324 0.982 2.201
6 N -1.731 -0.910 -0.812
7 N -3.057 -2.232 0.501
8 C 1.506 1.534 1.875
9 C -4.272 0.059 -4.074
10 C -2.353 -1.199 0.354
11 C 3.138 2.341 0.238
12 C -0.498 0.661 1.244
13 C -2.624 -3.389 2.651
14 C 0.966 1.396 -0.481
15 C -0.240 0.855 -0.132
16 C 7.064 4.159 -0.059
17 C 2.400 1.896 2.905
18 C -3.232 -1.523 -2.687
19 C -1.934 -1.803 -1.928
20 C 1.887 1.763 0.524
21 C -1.819 -4.960 1.085
22 C 3.605 2.454 2.604
23 C -3.620 -2.620 1.761
24 C -1.312 0.450 -1.095
25 C 5.687 3.527 -0.192
26 C 3.990 2.686 1.261
27 H -4.062 1.004 -4.571
28 H -3.430 -2.343 -3.394
29 H 4.304 2.738 3.375
30 H 2.099 1.716 3.925
31 H 3.397 2.502 -0.798
32 H 5.750 2.598 -0.775
33 H -1.651 -2.874 2.627
34 H -0.957 0.493 -2.124
35 H -5.116 0.186 -3.386
36 H -2.998 -3.395 3.677
37 H -1.717 -6.039 0.978
38 H -1.970 -2.820 -1.535
39 H -4.065 -1.474 -1.972
40 H -4.470 -3.272 1.543
41 H -0.824 -4.495 1.082
42 H -2.164 1.141 -1.001
43 H 1.212 1.563 -1.521
44 H -1.088 -1.697 -2.611
45 H 7.465 4.384 -1.043
46 H 7.736 3.477 0.454
47 H 6.995 5.077 0.518
48 H 5.000 4.216 -0.702
49 H -3.972 -1.746 2.324
50 H -4.542 -0.696 -4.823
51 H -2.397 -4.557 0.248


w comes first in stability; the runner-up is 9.3 kcal/mol higher.


## w
DFT (ωB97M-V/def2-TZVPD) results for 2 unconnected molecules or ions with the total composition C2H4OS.

The calculation puts the HOMO energy (alpha / beta) at -10.3 / -8.0 eV.

Cartesian coordinates (Å):
1 S 0.185 -1.658 0.926
2 O -0.048 1.731 1.169
3 C -0.844 -0.496 0.300
4 C 0.332 -0.618 -0.578
5 H 0.356 -1.217 -1.435
6 H -1.260 0.411 0.759
7 H 0.855 1.863 1.334
8 H 1.192 0.090 -0.604


## x
DFT (ωB97M-V/def2-TZVPD) results for a single C2H4OS molecule.

The SMILES is OCC=S. The calculation puts the HOMO energy at -9.4 eV.

Cartesian coordinates (Å):
1 S -1.892 -0.655 -0.022
2 O 0.814 -1.238 -0.235
3 C -0.833 0.619 -0.139
4 C 0.655 0.153 0.034
5 H 1.063 0.274 1.076
6 H -1.342 1.604 -0.602
7 H -0.005 -1.536 0.173
8 H 1.540 0.780 -0.285


## y
DFT (ωB97M-V/def2-TZVPD) results for a molecular structure, C2H4OS.

The calculation puts the HOMO energy at -8.5 eV.

Cartesian coordinates (Å):
1 S -1.443 0.509 -0.439
2 O 2.273 0.344 -0.500
3 C -0.502 -0.601 0.483
4 C 1.191 0.439 0.063
5 H -0.385 -1.659 0.168
6 H -1.354 -0.062 -1.764
7 H 0.693 1.397 0.426
8 H -0.474 -0.366 1.564


x comes first in stability; the runner-up is 11.3 kcal/mol higher.


## w
DFT (ωB97M-V/def2-TZVPD) results for a single CH3OP molecule.

The SMILES is O=CP. The calculation puts the HOMO energy at -9.5 eV.

Cartesian coordinates (Å):
1 P -0.933 0.645 -0.017
2 O 1.791 0.225 0.228
3 C 0.754 -0.067 -0.314
4 H -0.828 0.768 1.447
5 H -1.662 -0.682 -0.183
6 H 0.878 -0.889 -1.160


## x
DFT (ωB97M-V/def2-TZVPD) results for a single CH3OP molecule.

The SMILES is C1OP1. The calculation puts the HOMO energy at -9.7 eV.

Cartesian coordinates (Å):
1 P -1.110 0.517 -0.044
2 O -0.529 -1.080 0.171
3 C 0.496 -0.171 -0.380
4 H 1.331 -0.002 0.238
5 H -0.983 1.185 1.320
6 H 0.795 -0.450 -1.303


w comes first in stability; the runner-up is 4.7 kcal/mol higher.


## w
DFT (ωB97M-V/def2-TZVPD) results for a molecular structure, C2H2Br2I2.

The calculation puts the HOMO energy at -9.1 eV.

Cartesian coordinates (Å):
1 I -3.391 -0.507 -1.136
2 I -0.955 2.794 0.646
3 Br 0.327 1.742 -2.369
4 Br -3.465 -0.090 1.365
5 C 0.102 0.510 -1.045
6 C -0.190 0.851 0.218
7 H -0.384 0.093 1.094
8 H 0.503 -0.549 -1.236


## x
DFT (ωB97M-V/def2-TZVPD) results for a molecular structure, C2H2Br2I2.

The calculation puts the HOMO energy at -9.5 eV.

Cartesian coordinates (Å):
1 I 2.049 -0.465 -1.181
2 I 0.256 -1.186 2.332
3 Br 0.813 1.937 1.000
4 Br -0.915 0.752 -2.091
5 C -0.032 -0.225 -0.592
6 C -0.195 0.291 0.752
7 H -0.750 -1.706 -0.963
8 H -1.227 0.602 0.743


w comes first in stability; the runner-up is 43.4 kcal/mol higher.


## w
DFT (ωB97M-V/def2-TZVPD) results for a gas-phase ion, C6H13N (charge -1).

The calculation puts the HOMO energy (alpha / beta) at 1.2 / -2.7 eV. As for the net charge: -1. As for the spin multiplicity: 2.

Cartesian coordinates (Å):
1 N 1.953 -0.416 0.736
2 C -0.025 0.452 -0.594
3 C -2.970 -0.209 0.432
4 C 2.260 0.707 1.688
5 C -2.419 -0.230 -0.819
6 C 1.485 0.083 -0.565
7 C -1.018 -0.606 -1.118
8 H -2.948 0.328 -1.627
9 H -0.023 1.260 -1.330
10 H 2.890 -0.793 0.603
11 H 2.763 0.326 2.578
12 H -0.726 -1.621 -0.823
13 H 2.903 1.511 1.320
14 H -0.261 0.761 0.423
15 H -2.433 -0.179 1.364
16 H 1.747 -0.677 -1.313
17 H 2.029 0.964 -0.930
18 H -0.831 -0.624 -2.216
19 H -4.050 -0.306 0.633
20 H 1.286 1.042 2.035


## x
DFT (ωB97M-V/def2-TZVPD) results for a molecular structure, C6H13N.

The calculation puts the HOMO energy (alpha / beta) at -0.8 / -1.0 eV. As for the net charge: -1. As for the spin multiplicity: 2.

Cartesian coordinates (Å):
1 N 1.143 -1.177 0.080
2 C -0.866 2.089 -1.849
3 C 0.229 -0.965 -1.082
4 C 1.549 -1.141 2.491
5 C -1.275 1.039 -0.767
6 C -1.127 -0.411 -1.121
7 C 0.511 -1.077 1.364
8 H -0.920 1.645 -2.851
9 H -1.964 -1.088 -1.254
10 H -0.104 -0.189 1.544
11 H 2.090 -0.202 2.662
12 H 0.737 -1.385 -1.960
13 H 1.052 -1.337 3.448
14 H -2.187 1.459 -0.325
15 H 0.885 -0.072 -0.535
16 H -1.500 2.984 -1.931
17 H -0.567 1.225 0.072
18 H 2.303 -1.896 2.261
19 H 0.159 2.460 -1.737
20 H -0.149 -1.962 1.491


w comes first in stability; the runner-up is 46.3 kcal/mol higher.